(1)
This record from OMol25 describes a structure of composition C27H36LaNO2P2. The level of theory is ωB97M-V/def2-TZVPD.

Results
LUMO energy, hartree: -0.004
ΔE to the lowest compared entry with this formula, charge and spin, eV: 5.986
Molar mass, g/mol: 607.44
Spin multiplicity: 1
Calculated total energy, Eh: -1969.6078
Frontier orbital gap, eV: 6.2

```
69
Properties=species:S:1:pos:R:3:forces:R:3:mulliken_charge:R:1
C -0.86108 3.97985 -1.69706 -0.21 0.54 -0.27 -0.84
C -0.88377 2.63904 -1.37178 0.51 0.37 0.35 0.62
N -0.02962 2.21712 -0.43755 0.22 3.35 -1.12 0.27
C 0.86120 2.97188 0.21507 -0.49 0.12 -0.45 0.73
C 0.92280 4.31225 -0.10460 0.19 0.53 0.01 -0.89
C 0.05245 4.82315 -1.06737 0.00 -0.15 0.03 -0.56
C -1.78366 1.63402 -2.06540 -0.79 -0.21 -0.55 -1.10
P -2.23213 0.11268 -1.09860 -2.06 0.98 -2.12 0.81
La -0.04727 0.01027 0.09266 -3.44 -1.76 6.75 1.75
P 2.15228 0.54065 1.11150 2.27 1.55 0.90 0.55
C 1.68858 2.33869 1.31918 0.77 0.02 0.31 -1.45
C 0.02771 -2.19983 0.33100 0.37 -0.82 -0.46 1.30
C -1.01013 -2.70537 1.05813 0.54 -2.50 -0.13 -0.82
C -1.01467 -4.09648 1.21355 -0.57 -0.17 0.39 -0.67
C -0.00105 -4.88245 0.65626 -0.04 0.14 0.01 -0.69
C 1.03050 -4.27187 -0.06345 0.59 -0.31 -0.35 -0.66
C 1.05083 -2.88606 -0.24780 -0.26 -2.68 0.68 -1.21
O -0.72255 0.22230 -4.68648 0.49 -0.17 0.01 -0.75
O 0.47091 -1.80753 -3.31816 -0.24 -0.55 -0.03 -0.91
H -1.55340 4.34348 -2.44402 0.04 0.19 -0.02 0.55
H 1.63987 4.93990 0.40892 -0.05 0.13 -0.09 0.55
H 0.08564 5.88335 -1.32643 -0.02 -0.34 0.09 0.40
C -3.52048 0.49881 0.02774 -1.66 0.35 0.19 -1.50
C -2.67798 -1.17125 -2.17758 -1.27 -0.72 -1.50 -1.17
H 2.62426 2.89494 1.47525 -0.29 0.24 -0.06 0.66
H 1.10948 2.37647 2.25679 0.10 0.01 -0.48 0.30
H -1.29699 1.24192 -2.99694 -0.28 0.30 0.58 0.30
H -2.73103 2.11202 -2.36409 0.38 0.18 -0.12 0.57
C 2.40134 -0.16492 2.68732 1.03 -0.25 1.45 -1.31
C 3.56578 0.41916 0.09631 1.95 0.30 -0.18 -1.33
H -1.78652 -2.10499 1.51062 -0.12 0.13 0.08 0.32
H -1.81892 -4.55914 1.78392 0.14 -0.19 -0.06 0.42
H -0.01311 -5.97265 0.78646 0.00 0.54 -0.05 0.37
H 1.82787 -4.87005 -0.49824 -0.10 -0.22 0.09 0.39
H 1.84676 -2.41814 -0.81187 0.12 0.09 -0.13 0.45
H 0.62370 -1.20535 -2.53512 0.27 0.18 -0.03 -0.25
H 0.20173 -2.64892 -2.91982 0.14 0.17 -0.18 0.31
H -0.36280 -0.62380 -4.31546 -0.13 0.40 -0.20 0.37
H 0.07635 0.70842 -4.94281 -0.32 -0.20 0.02 0.30
H 0.83672 -0.22992 -1.55086 1.83 -0.14 -3.07 0.14
H -4.40210 0.71836 -0.56847 -0.58 0.23 0.27 0.58
H -3.71894 -0.36540 0.67958 -0.06 0.32 -0.41 0.35
H -3.26714 1.35046 0.67395 -0.03 -0.22 -0.23 0.31
H -3.55173 -0.82672 -2.73217 -0.21 -0.57 -0.45 0.44
H -1.86044 -1.42424 -2.86876 -0.30 0.22 0.31 0.28
H -2.92258 -2.06229 -1.58606 0.01 0.21 -0.10 0.33
H 4.38847 0.86965 0.65014 0.70 -0.02 -0.41 0.45
H 3.78022 -0.64099 -0.10583 -0.07 0.34 0.11 0.34
H 3.42089 0.92419 -0.86781 -0.05 -0.11 0.34 0.33
H 3.27803 0.32113 3.11369 0.21 -0.29 0.64 0.44
H 1.52985 -0.03189 3.33845 0.27 -0.06 -0.43 0.36
H 2.57341 -1.24067 2.57452 0.10 0.17 -0.06 0.42
C 0.00895 2.39133 6.86322 -0.66 -0.21 0.06 -0.57
C 0.99407 2.39697 5.87865 0.08 -0.18 -0.64 -1.41
C 0.75603 1.86548 4.61707 0.75 0.46 0.42 -0.02
C -0.48058 1.27977 4.20558 -1.28 0.69 3.19 0.70
C -0.84032 0.70826 2.98566 0.57 -0.64 -2.26 0.87
C -2.09537 0.13874 2.89069 -0.28 0.30 1.01 0.39
C -3.07366 0.13210 3.94409 0.51 -0.14 -0.88 -1.58
C -2.75417 0.71314 5.12797 -0.26 -0.24 -0.43 -1.11
C -1.47858 1.28572 5.29581 0.53 0.09 -0.23 0.92
C -1.21352 1.83407 6.56452 0.71 0.46 0.49 -0.58
H 0.20574 2.80604 7.84288 -0.01 0.01 0.03 0.39
H 1.97090 2.82244 6.11889 -0.22 -0.16 -0.23 0.38
H 1.65077 1.92273 4.00169 -0.46 -0.17 -0.27 0.13
H -2.41269 -0.36091 1.98499 0.19 0.01 -0.02 -0.51
H -4.04425 -0.33660 3.78975 0.11 0.05 0.02 0.43
H -3.47327 0.71817 5.93717 0.09 0.10 0.14 0.30
H -1.98113 1.81471 7.33795 0.02 -0.08 -0.25 0.32
```
Forces are in eV/Å.

---

(2)
This record from OMol25 describes a cluster of 7 separate species, C27H36N3O12 in total. The level of theory is ωB97M-V/def2-TZVPD.

Results
Charge: +1
LUMO energy, hartree: -0.164
ΔE to the lowest compared entry with this formula, charge and spin, eV: 0.000
Molar mass, g/mol: 594.59
Spin multiplicity: 1
Calculated total energy, Eh: -2116.6169
Frontier orbital gap, eV: 7.3

```
78
Properties=species:S:1:pos:R:3:forces:R:3:mulliken_charge:R:1
C 23.86000 27.28100 18.12200 6.91 -0.06 -3.03 -1.08
C 23.51700 28.47000 18.84000 -3.41 0.87 3.03 0.78
O 22.68100 28.44000 19.73500 2.90 1.30 -2.52 -0.44
N 24.19500 29.85000 18.48200 1.72 -1.23 -0.25 0.34
H 25.22300 29.73200 18.24400 -1.14 -0.09 1.22 0.52
H 23.91100 30.21100 17.60400 -1.54 -0.30 -2.25 -0.18
C 23.89800 30.96300 19.32900 -0.76 4.60 1.70 -1.02
H 25.00100 26.85700 18.46600 -2.90 1.38 -0.60 0.37
H 24.00700 27.27300 16.97400 -0.73 0.46 1.87 0.23
H 23.24300 26.56900 18.45400 -2.50 -2.82 0.83 0.37
H 24.43300 31.92800 19.10000 -0.08 -1.10 -1.23 0.41
H 24.31900 30.95400 20.30900 -0.41 -1.28 1.07 0.44
H 22.82800 31.39300 19.32700 1.40 -1.75 -0.02 0.37
C 26.07100 32.67200 14.67100 -0.72 -2.51 3.07 -0.72
C 26.17500 31.40800 13.82800 5.30 2.16 -4.20 0.58
O 27.21500 31.27300 13.12700 -4.65 -0.41 2.56 -0.50
N 25.22800 30.28900 13.92600 3.94 1.17 5.31 0.79
H 25.58700 29.93300 14.90300 -1.16 0.85 -1.58 0.50
H 24.28200 30.53700 14.14500 -1.53 0.50 0.01 -0.51
C 25.36200 29.17800 13.12000 -0.57 -4.05 -2.28 -0.89
H 27.06900 32.65500 15.14000 -0.22 0.50 -0.31 0.34
H 25.39100 32.40700 15.55800 0.48 0.80 -1.22 0.02
H 25.85500 33.66800 14.31400 -0.22 -0.23 -0.80 0.33
H 26.29000 28.62300 12.87300 0.01 1.32 0.87 0.37
H 24.89400 29.41600 12.22400 -0.64 0.33 -2.06 0.32
H 24.67000 28.46600 13.55100 -0.06 -0.52 -0.02 0.36
N 22.37200 30.01100 15.39500 -1.30 -8.70 -0.82 0.98
O 22.28200 29.68200 14.14800 -0.67 2.17 1.45 -0.61
O 21.87800 29.17600 16.26400 -0.08 2.90 -1.32 -0.58
O 23.30100 30.68100 15.73000 2.63 4.12 1.53 -1.00
C 22.43100 27.63100 10.10300 -1.86 -0.52 0.84 -1.19
C 21.65500 27.79900 11.40400 -1.45 -1.68 -1.13 0.78
C 20.29200 26.94500 11.39000 0.79 2.21 -0.65 -1.33
O 22.56300 27.53400 12.47000 -1.52 1.97 1.82 -0.49
H 23.07400 26.74800 10.31800 -0.34 0.55 -1.28 0.32
H 22.90800 28.57400 10.07600 1.54 0.57 -0.68 0.22
H 21.62800 27.66800 9.30500 1.49 -0.80 0.39 0.36
H 21.36900 28.84100 11.36400 -0.41 0.45 0.72 0.15
H 19.79100 27.10000 10.38500 0.09 0.50 1.50 0.34
H 19.70800 27.12500 12.29000 -0.53 0.75 -0.30 0.20
H 20.33200 25.91000 11.42100 1.24 -2.28 0.00 0.40
H 22.24000 28.20700 13.17700 0.98 -1.91 -1.22 0.35
C 21.96600 33.75900 12.15500 3.99 -9.10 3.07 -0.45
C 22.82800 32.46800 11.96200 -4.22 9.83 -2.82 0.41
C 23.53800 32.32600 10.67500 -0.75 -1.09 0.91 0.27
O 24.10400 31.24300 10.51200 0.23 0.99 -0.49 -0.56
C 23.41100 33.38600 9.67300 -3.13 4.92 -1.35 -0.56
C 22.50300 34.60900 9.85300 4.48 -5.59 -0.92 -0.48
C 21.82200 34.72100 11.16500 1.27 -0.26 -3.15 0.42
O 21.12400 35.65200 11.33500 -2.44 3.34 0.90 -0.47
H 21.43400 33.81600 13.13500 0.43 0.36 -1.13 0.31
H 23.09100 31.83800 12.67700 0.36 -2.83 3.26 0.39
H 23.91300 33.18400 8.69200 -0.49 0.41 1.05 0.37
H 22.35300 35.40700 9.08400 0.21 -1.01 0.80 0.40
C 20.46300 33.77600 15.78800 4.52 -4.14 5.09 -0.36
C 21.43600 33.69700 16.97000 -3.82 2.23 -3.81 -0.09
C 21.62100 34.96100 17.86600 0.48 -2.74 0.13 0.51
O 22.38700 34.89500 18.83800 -1.31 0.46 -1.69 -0.56
C 20.75500 36.06500 17.51100 -4.02 5.11 -1.95 -0.39
C 19.92400 36.25200 16.29600 2.50 -1.15 2.70 -0.35
C 19.68100 34.93200 15.40500 -0.09 3.69 0.91 0.51
O 18.85700 35.00400 14.52600 0.41 -0.78 0.13 -0.50
H 20.28300 32.71900 15.38700 -0.04 1.94 -0.01 0.47
H 21.95400 32.78000 17.31400 -0.53 0.56 -0.66 0.17
H 20.63600 36.97800 18.30600 0.88 -2.35 -2.07 0.26
H 19.44700 37.31000 15.95100 1.03 -2.98 1.16 0.31
C 19.84900 26.24500 17.76100 -5.23 5.01 5.38 -0.21
C 18.87700 27.43500 17.73400 4.74 -4.85 -4.59 -0.57
C 18.64400 28.07100 16.34900 -3.02 2.52 1.63 0.41
O 17.73600 28.94600 16.13300 2.86 -2.79 1.16 -0.59
C 19.49000 27.67900 15.29100 4.03 -4.58 -4.32 0.27
C 20.29500 26.41700 15.34500 -0.11 3.27 -1.44 -0.15
C 20.52400 25.63200 16.63600 -0.68 0.08 -0.85 0.15
O 21.13000 24.57000 16.75500 -0.36 1.51 -0.58 -0.57
H 19.88300 25.86600 18.90100 0.39 0.26 -3.07 0.25
H 18.20200 27.82300 18.41600 -0.70 0.21 2.06 0.57
H 19.41400 28.30900 14.25200 0.28 -1.77 2.85 0.18
H 21.04200 26.05000 14.48300 -2.16 1.12 1.67 0.26
```
Forces are in eV/Å.

---

(3)
This record from OMol25 describes a cluster of 6 separate species, C27H36N6O9 in total. The level of theory is ωB97M-V/def2-TZVPD.

Results
LUMO energy, hartree: -0.042
ΔE to the lowest compared entry with this formula, charge and spin, eV: 2.026
Molar mass, g/mol: 588.62
Spin multiplicity: 1
Structure (SMILES): O=[N+]([O-])c1ccccc1.O=[N+]([O-])c1ccccc1.O=[N+]([O-])c1ccccc1.CN(C)C=O.CN(C)C=O.CN(C)C=O
Calculated total energy, Eh: -2055.7768
Frontier orbital gap, eV: 7.6

```
78
Properties=species:S:1:pos:R:3:forces:R:3:mulliken_charge:R:1
O 3.61259 3.14877 -1.22468 -0.05 0.58 -0.61 -0.57
N 3.46028 2.07416 -0.69792 0.57 -0.17 0.76 1.04
O 4.37324 1.40016 -0.24829 0.21 -0.04 -0.24 -0.62
C 2.12424 1.59400 -0.46486 -2.69 -0.37 -0.61 -0.03
C 1.95695 0.59399 0.51625 -1.12 1.32 -0.06 -0.41
C 0.64702 0.26076 0.89810 -0.78 0.87 -1.19 0.17
C -0.47227 0.83691 0.18618 1.81 -2.53 1.86 -0.99
C -0.23595 1.68135 -0.83787 -1.38 1.28 -1.28 -0.07
C 0.98801 2.14648 -1.18672 3.63 -0.45 1.50 -0.81
H 2.80980 0.28331 1.10149 -0.06 -0.14 -0.25 0.43
H 0.49959 -0.38900 1.74809 -0.07 -0.06 -0.02 0.34
H -1.48731 0.51945 0.37413 -0.01 0.02 0.40 0.59
H -1.08528 2.08056 -1.37236 -0.18 0.05 -0.10 0.45
H 1.13169 2.97145 -1.86876 0.08 -0.22 -0.21 0.46
O -4.01810 -3.49657 1.81356 1.41 1.91 -3.16 -0.58
N -3.38198 -2.75729 0.97794 0.66 -0.17 3.25 0.90
O -2.60807 -1.86916 1.39118 -1.46 -1.32 -1.20 -0.44
C -3.45648 -2.96818 -0.47639 1.10 -1.13 -1.47 0.11
C -4.16708 -4.11851 -0.91601 -0.58 1.56 0.71 -0.45
C -4.39403 -4.32120 -2.25782 0.84 0.92 -0.96 -0.44
C -3.73156 -3.50434 -3.20089 -0.35 -0.38 0.78 -0.46
C -2.89051 -2.47262 -2.78193 0.04 -0.52 0.32 -0.42
C -2.66106 -2.21546 -1.43162 -2.13 -0.60 1.06 -0.18
H -4.72034 -4.72860 -0.21737 0.21 0.11 0.32 0.40
H -5.12888 -5.04157 -2.58563 0.25 -0.29 0.00 0.40
H -3.88617 -3.70598 -4.25057 -0.02 0.19 -0.11 0.39
H -2.39783 -1.83723 -3.50301 0.07 -0.07 -0.10 0.41
H -2.04533 -1.35966 -1.19738 -0.02 -0.15 0.52 0.40
O -4.25993 0.60222 -2.35179 -0.39 1.94 -1.12 -0.53
N -4.31655 1.76173 -2.83439 -0.53 -2.08 1.10 0.89
O -3.45400 2.58118 -2.65503 0.02 0.53 -0.40 -0.56
C -5.54441 2.12961 -3.60237 0.74 1.19 -1.42 0.20
C -5.57740 3.30154 -4.44317 1.38 -1.73 1.75 -0.46
C -6.69394 3.52054 -5.16574 -0.99 2.36 -0.94 -0.33
C -7.84731 2.80116 -5.05567 -0.20 -1.44 0.12 -0.58
C -7.74178 1.62857 -4.35083 -1.36 -0.22 0.21 -0.32
C -6.61454 1.27168 -3.64894 0.10 -0.56 0.52 -0.22
H -4.77297 4.01501 -4.54435 0.29 -0.30 0.33 0.42
H -6.76715 4.42044 -5.75838 0.36 0.16 -0.17 0.31
H -8.78468 3.05371 -5.52892 0.15 0.20 -0.17 0.39
H -8.60918 0.99068 -4.26652 -0.03 -0.18 -0.06 0.34
H -6.66987 0.32099 -3.13950 0.53 0.10 0.26 0.43
C 7.30130 3.45947 -1.22426 0.53 -1.19 -0.34 -0.95
N 7.11512 2.78315 -2.51488 -1.44 0.73 0.70 0.20
C 7.96098 1.67110 -2.93804 -0.36 0.35 -0.24 -0.90
C 6.23903 3.41577 -3.34422 0.84 -0.68 -1.44 0.05
O 6.14519 3.19124 -4.54792 -0.22 0.00 0.90 -0.63
H 6.48161 4.13369 -0.97602 0.07 -0.05 -0.35 0.32
H 8.24765 3.99397 -1.30696 0.05 0.17 0.64 0.37
H 7.31076 2.68639 -0.45593 0.30 0.20 0.24 0.29
H 8.68856 2.06324 -3.64865 0.29 -0.35 0.03 0.31
H 8.42745 1.15051 -2.10168 0.14 0.58 0.20 0.32
H 7.38377 0.88322 -3.42196 -0.26 0.33 -0.27 0.31
H 5.65901 4.20203 -2.83672 -0.01 -0.13 -0.07 0.32
C 5.17180 -0.60517 4.95054 -0.07 0.00 0.48 -0.99
N 3.86281 -0.62266 4.28586 0.21 0.39 -0.44 0.18
C 3.80314 -1.52591 3.12356 -0.31 -0.32 0.85 -0.76
C 2.76535 0.10593 4.69082 -0.68 -0.76 -3.11 0.02
O 1.71479 0.15651 3.97970 2.62 -0.08 2.61 -0.55
H 5.23600 -1.40431 5.68903 0.00 0.09 0.25 0.35
H 5.44669 0.35162 5.39446 -0.61 0.06 0.29 0.36
H 6.01657 -0.77199 4.28223 -0.45 -0.14 -0.56 0.32
H 3.08277 -1.19002 2.37767 0.35 0.06 0.12 0.03
H 4.81309 -1.71046 2.75743 -0.16 0.53 -0.36 0.36
H 3.48623 -2.50921 3.47109 -0.32 -0.14 0.01 0.34
H 3.00378 0.64824 5.61886 -0.62 0.14 -0.10 0.34
C -1.97780 -1.46363 4.54233 0.48 0.43 0.11 -0.73
N -1.29083 -2.65908 5.04067 -1.43 -0.35 -6.47 0.11
C -1.13859 -3.75803 3.99549 0.21 0.22 1.05 -0.84
C -0.88866 -2.75376 6.23817 0.54 -1.33 3.79 0.24
O -0.39892 -3.75883 6.74928 0.31 0.65 0.16 -0.65
H -2.10529 -0.72605 5.33468 -0.07 -0.28 0.28 0.33
H -2.95361 -1.66951 4.10245 0.14 -0.30 0.03 0.28
H -1.36304 -0.93617 3.81297 0.02 -0.24 -0.28 0.14
H -2.12906 -4.06515 3.65971 0.06 0.17 -0.07 0.30
H -0.50484 -3.49922 3.14727 -0.32 0.88 -0.06 0.25
H -0.60320 -4.63383 4.36214 -0.35 0.19 0.80 0.32
H -1.19103 -1.83827 6.76981 0.49 0.00 0.68 0.25
```
Forces are in eV/Å.